# 1
{"formula": "C6H10", "method": "wB97M-V/def2-TZVPD", "homo_lumo_gap_ev": 10.8, "smiles": "C1C[C@H]2CC[C@@H]12", "homo_ev": -9.501, "lumo_ev": 1.263, "charge": 0, "relative_energy_kj_mol": 153.9, "elements": ["C", "C", "C", "C", "C", "C", "H", "H", "H", "H", "H", "H", "H", "H", "H", "H"], "positions_angstrom": [[-0.74830, -1.20516, 0.66274], [-1.36119, 0.22205, 0.60496], [-0.49070, 0.60182, -0.60937], [0.90561, 1.21228, -0.43378], [1.48395, -0.16245, -0.03253], [0.15810, -0.80520, -0.51940], [-0.21235, -1.43167, 1.59406], [-1.45553, -2.01971, 0.48062], [-2.42440, 0.18996, 0.35426], [-1.21180, 0.85715, 1.47797], [-1.04953, 0.95697, -1.48557], [1.30261, 1.49458, -1.41582], [1.00904, 2.04999, 0.25600], [1.59798, -0.26424, 1.05526], [2.43471, -0.45539, -0.48975], [0.06180, -1.24097, -1.49966]], "forces_ev_per_a": [[-0.1, 0.0, 0.0], [-0.2, 0.3, 0.3], [-0.1, 0.2, 0.0], [0.1, 0.4, 0.1], [0.1, 0.0, 0.0], [-0.3, 0.3, -0.3], [0.0, 0.0, -0.3], [0.0, 0.2, -0.1], [0.1, 0.2, 0.1], [-0.1, -0.1, 0.2], [0.2, -0.3, 0.2], [-0.1, 0.1, 0.2], [0.2, 0.1, 0.0], [-0.1, -0.1, -0.3], [-0.3, 0.0, -0.1], [0.7, -1.3, 0.0]]}

# 2
{"formula": "C2H7N5O", "method": "wB97M-V/def2-TZVPD", "homo_lumo_gap_ev": 8.4, "smiles": "C/N=N/C(=O)N(N)N", "homo_ev": -8.495, "lumo_ev": -0.118, "charge": 0, "relative_energy_kj_mol": 298.9, "elements": ["C", "N", "N", "C", "O", "N", "N", "N", "H", "H", "H", "H", "H", "H", "H"], "positions_angstrom": [[-0.66001, 2.47190, -1.04185], [-0.10668, 1.11950, -1.00300], [0.68341, 0.94611, -0.04597], [1.17997, -0.34914, -0.06846], [2.28976, -0.63024, -0.52216], [0.32467, -1.33226, 0.52116], [-0.90022, -1.03651, 1.10341], [0.52437, -2.67994, 0.30958], [0.04432, 3.16021, -1.51799], [-0.90653, 2.83998, -0.04027], [-1.58099, 2.46117, -1.63260], [-0.71213, -0.45915, 1.92498], [-1.38445, -0.41357, 0.45067], [1.41352, -2.93617, 0.73719], [-0.20906, -3.16195, 0.82535]], "forces_ev_per_a": [[-0.4, 0.3, 0.0], [0.8, 0.1, 1.1], [-1.7, 1.7, -0.9], [1.1, -4.6, 0.0], [-1.8, 0.6, 0.7], [1.3, 3.0, -0.7], [-0.3, 1.3, -0.1], [0.9, -1.4, -0.2], [0.0, -0.2, 0.0], [0.3, -0.1, -0.1], [0.3, -0.1, 0.0], [-0.2, -0.3, 0.0], [-0.3, -0.5, 0.3], [-0.1, -0.1, -0.1], [0.1, 0.2, -0.1]]}

# 3
{"formula": "C3H3NO3", "method": "wB97M-V/def2-TZVPD", "homo_lumo_gap_ev": 10.1, "smiles": "O=c1ccon1O", "homo_ev": -9.568, "lumo_ev": 0.486, "charge": 0, "relative_energy_kj_mol": 484.0, "elements": ["O", "C", "C", "C", "O", "N", "O", "H", "H", "H"], "positions_angstrom": [[-1.50851, 1.48331, -0.10489], [-0.52458, 0.75007, 0.03520], [0.92168, 0.95628, 0.04421], [1.42168, -0.28013, -0.12847], [0.46644, -1.19226, -0.09886], [-0.66246, -0.60077, 0.38802], [-1.85222, -0.95126, -0.22089], [1.33185, 2.00343, 0.01392], [2.61600, -0.45830, -0.20915], [-2.20988, -1.71037, 0.28093]], "forces_ev_per_a": [[2.4, -1.1, 0.2], [-1.7, 3.3, 1.2], [-0.3, 1.8, -0.7], [3.4, 2.3, 0.2], [1.6, -3.8, -0.9], [-2.5, 1.4, 0.3], [0.2, -2.1, -0.1], [-0.1, -1.7, 0.0], [-3.4, -0.5, 0.1], [0.3, 0.5, -0.1]]}